1.
{"formula": "C4H11FN3", "method": "wB97M-V/def2-TZVPD", "species": ["C", "C", "C", "C", "N", "N", "N", "F", "H", "H", "H", "H", "H", "H", "H", "H", "H", "H", "H"], "coordinates": [[-1.213115, 1.323856, 0.128643], [-2.649877, -0.664667, 0.658664], [2.398743, -0.677104, -0.260296], [-1.635217, 0.085023, -0.028733], [-0.195355, 1.796575, -0.643820], [1.863113, 0.269972, 0.510878], [2.043805, -0.761679, -1.535284], [-1.021428, -0.578529, -1.153355], [-1.487029, 1.706700, 1.060686], [-3.180783, -0.071922, 1.302111], [-3.350074, -1.173727, -0.107385], [-2.434600, -1.634254, 1.158204], [3.231702, -1.208755, 0.216566], [0.036183, 2.842852, -0.459169], [1.378809, 1.041806, 0.068133], [2.002699, 0.330923, 1.499544], [-0.521978, 1.749642, -1.644507], [1.101713, -0.398477, -1.694772], [2.226704, -1.706696, -1.917692]], "forces_ev_per_a": [[-0.670, -2.224, 1.117], [-1.082, -4.218, -2.317], [-0.166, 2.220, 1.592], [1.426, -0.735, -1.873], [1.425, 4.098, -2.483], [1.055, -1.164, -0.908], [-0.010, -1.814, 0.746], [-0.842, 0.404, 1.192], [-0.427, 1.427, 1.033], [-1.455, 1.489, 1.528], [0.569, 1.489, 0.768], [1.022, 0.878, 0.156], [-0.575, -0.560, -0.635], [-0.802, -2.354, -0.454], [-1.036, 0.037, -0.294], [0.556, -0.186, 0.255], [0.859, 0.147, 1.175], [0.207, -0.056, -0.375], [-0.053, 1.123, -0.223]], "homo_energy_ev": -12.2, "lumo_ev": -3.7, "e_above_lowest_kj_mol": 122.79, "multiplicity": 1, "charge": 1}

---

2.
{"formula": "C4H11INO2V", "method": "wB97M-V/def2-TZVPD", "species": ["O", "V", "I", "C", "C", "C", "O", "C", "N", "H", "H", "H", "H", "H", "H", "H", "H", "H", "H", "H"], "coordinates": [[-1.394791, 2.863879, -3.343286], [-0.167331, 2.499809, -2.467836], [-0.986681, 0.396489, -2.561476], [-1.854761, 0.907779, 0.782554], [-0.275401, 0.564959, 0.670504], [0.090409, -0.898071, 0.463954], [1.472559, -0.912191, 0.418144], [2.075149, -2.174281, 0.715994], [0.329969, 1.310609, -0.397476], [-2.176401, 0.484499, 1.734114], [-2.368761, 0.510589, -0.092756], [-1.928461, 1.982979, 0.945674], [0.282239, 0.955729, 1.521634], [-0.444651, -1.208351, -0.433546], [-0.355611, -1.478301, 1.271734], [1.816589, -2.341391, 1.761614], [3.151779, -2.122551, 0.553844], [1.631059, -2.988041, 0.142704], [-0.087631, 0.855569, -1.196626], [1.190729, 0.790289, -0.489456]], "forces_ev_per_a": [[1.101, 2.035, 0.526], [-0.023, 3.138, 0.278], [-4.351, -7.218, -5.837], [2.804, -0.616, 0.758], [-2.146, 1.055, 1.843], [-1.519, 0.629, 0.841], [0.801, -0.365, -0.827], [-0.664, 0.085, 0.540], [1.530, 2.028, -0.822], [-0.400, -0.352, -0.329], [-0.359, 0.237, 0.401], [-0.194, 0.045, -0.548], [-0.571, -0.381, 0.662], [0.508, -0.619, -0.292], [0.313, -0.204, 0.329], [0.486, -0.412, 0.175], [-0.238, 0.144, 0.046], [0.075, 0.054, -0.288], [1.318, 0.080, 2.441], [1.528, 0.636, 0.104]], "homo_energy_ev": [-13.0, -13.0], "lumo_ev": [-6.8, -6.2], "e_above_lowest_kj_mol": 368.65, "multiplicity": 2, "charge": 1}

---

3.
{"formula": "C4H11IO2Sb", "method": "wB97M-V/def2-TZVPD", "species": ["O", "C", "I", "C", "Sb", "C", "C", "O", "H", "H", "H", "H", "H", "H", "H", "H", "H", "H", "H"], "coordinates": [[0.181461, 0.466630, 2.757563], [-0.363368, 1.519115, 2.406704], [-0.335007, 3.167541, 3.850659], [-1.059954, 1.607734, 0.993453], [0.463220, 0.979277, -0.561613], [-0.127832, -1.114977, -0.139767], [0.602612, -2.183340, -1.113741], [-0.348845, -3.143960, -1.676299], [-1.878105, 0.805415, 0.929025], [-1.492404, 2.630823, 0.753746], [-0.767003, 1.014749, -1.815226], [0.855995, 2.655744, -0.877639], [1.754051, 0.968673, 0.650284], [1.652759, 0.463820, -1.749338], [0.107224, -1.471431, 0.918224], [-1.269770, -1.160161, -0.259809], [1.148521, -1.659751, -1.975859], [1.407286, -2.735280, -0.513557], [-0.530844, -2.810620, -2.576810]], "forces_ev_per_a": [[-1.602, 3.514, -0.468], [0.166, -4.340, -1.729], [-0.018, 0.215, -0.213], [-0.823, 0.856, 2.114], [1.192, -0.252, -0.135], [0.018, -2.113, 0.115], [-0.033, 1.049, 0.489], [0.682, 0.635, -0.513], [1.258, 1.099, 0.328], [0.558, -1.240, 0.464], [-0.421, 0.051, -0.045], [-0.129, 0.251, -0.089], [-0.167, -0.053, 0.106], [0.047, -0.061, -0.203], [-0.361, 0.839, -1.193], [1.603, -0.074, -0.098], [-0.751, -0.577, 1.151], [-1.248, 0.539, -0.894], [0.027, -0.336, 0.812]], "homo_energy_ev": -4.0, "lumo_ev": 2.7, "e_above_lowest_kj_mol": 0.00, "multiplicity": 1, "charge": -1}

---

no.,largest force on an atom (Eh/bohr),E (a.u.)
1,0.0972,-422.87317
2,0.1994,-1605.48331
3,0.0909,-847.26679